Computed, not measured: C3H4N2O in the gas phase at a distorted geometry, with wB97M-V/def2-TZVPD.

The value obtained for the energy relative to the best compared isomer or geometry (same formula, charge and spin) is 27.6 kcal/mol. Its SMILES is CNC(=O)C#N. The spin multiplicity is 1. The total energy is -301.4432 Ha. For the orbital gap, the calculation gives 10.47 eV.

Element x y z (Å)
C1 -1.64 -1.01 -1.22
C2 -0.33 -0.86 -0.64
C3 1.05 0.79 0.86
N1 -2.62 -1.26 -1.75
N2 -0.13 0.36 0.18
O1 0.56 -1.66 -0.80
H1 0.84 1.74 1.33
H2 1.35 0.07 1.63
H3 1.88 0.91 0.16
H4 -0.96 0.92 0.27

Atom charges from the Mulliken analysis, given in e for atoms 1 to 2:
1. C 0.19
2. C 0.49